12
Properties=species:S:1:pos:R:3 method="wB97M-V/def2-TZVPD" e_tot_ha=-625.47341 e_above_lowest_ev=4.043 max_force_ha_per_bohr=0.098 homo_lumo_gap_ev=7.755
S 1.035 -0.077 0.832
N 4.585 0.016 0.086
N 2.285 -0.208 -0.693
C 3.480 -0.120 -0.244
C 0.230 1.380 0.122
C 0.118 -1.503 0.116
H 0.784 1.901 -0.584
H -0.838 -1.506 0.575
H -0.791 1.172 -0.062
H 0.299 -1.760 -0.856
H 0.121 2.150 0.840
H 0.595 -2.340 0.695